{"formula": "C10H17N3OS2", "method": "ωB97M-V/def2-TZVPD", "species": ["C", "C", "C", "C", "C", "C", "H", "H", "S", "C", "N", "S", "C", "N", "N", "C", "O", "C", "H", "H", "H", "H", "H", "H", "H", "H", "H", "H", "H", "H", "H", "H", "H"], "xyz": [[2.7432, 1.8671, -2.1114], [1.5802, 2.2806, -1.2522], [2.1523, 2.6509, 0.1539], [2.7648, 1.6733, 0.9564], [1.7363, 0.6525, 1.1740], [1.8832, -0.5095, 0.5364], [2.8198, -0.9021, 0.7484], [1.7993, -0.4878, -0.5856], [0.7150, -1.9097, 0.9629], [-0.8141, -1.1824, 0.2286], [-0.5984, -0.1812, -0.3026], [-2.0597, 0.1833, -1.0479], [-2.9279, -1.1487, -0.4448], [-1.9409, -1.8830, 0.4833], [-4.1384, -1.5728, -0.4639], [-4.8634, -2.4749, 0.2512], [-6.1652, -2.5669, -0.1182], [-4.0904, -3.4632, 1.0208], [-3.2963, -4.1347, 0.4184], [-4.7186, -4.3077, 1.4648], [-3.5576, -3.0724, 1.7611], [-4.6576, -0.8041, -0.7265], [0.8160, 1.0078, 1.4246], [1.9576, 0.4475, 2.6121], [3.7996, 0.9666, 0.4119], [3.1534, 2.1024, 1.9078], [1.3498, 3.4080, 0.5383], [3.0696, 3.4100, 0.0322], [1.2513, 3.3348, -1.6616], [0.8884, 1.6333, -1.0807], [3.6181, 2.5060, -2.2983], [3.3546, 0.9235, -1.8882], [2.3757, 1.5534, -3.1055]], "forces_ev_per_angstrom": [[1.318, -2.954, -2.176], [6.165, 6.823, 0.114], [0.794, 7.099, -3.201], [3.358, -3.261, 0.876], [1.573, 2.707, 9.646], [-1.545, -6.694, -4.511], [1.822, -1.110, 0.185], [0.172, 0.381, 0.882], [-0.228, 0.534, 0.092], [1.204, -12.056, 8.376], [-0.317, 10.608, -7.158], [-1.331, 1.127, -1.129], [8.511, -2.694, 5.379], [-2.778, 2.762, -4.289], [-2.027, 1.122, -0.565], [-6.413, -2.900, -3.061], [7.000, 0.799, 2.783], [-1.622, -5.513, -2.260], [-1.734, 2.133, 0.698], [0.188, 1.559, -0.646], [2.306, 1.899, 3.025], [-2.618, 1.307, -1.400], [-2.759, 1.294, -0.458], [-0.550, -0.306, -3.589], [-2.922, 2.719, 1.378], [-0.119, -0.355, -0.873], [1.281, -1.915, 0.614], [-1.938, -0.871, -0.545], [-0.061, -2.333, 0.591], [-4.583, -4.042, 0.156], [-0.888, 0.850, 0.361], [-1.331, 0.818, 0.661], [0.073, 0.466, 0.045]], "lumo_ha": -0.02248, "e_homo_ha": -0.32450, "spin_multiplicity": 1, "orbital_gap_ev": 8.22}

---

{"formula": "C10H17N4", "method": "ωB97M-V/def2-TZVPD", "species": ["C", "C", "C", "C", "N", "C", "N", "C", "C", "N", "C", "C", "C", "N", "H", "H", "H", "H", "H", "H", "H", "H", "H", "H", "H", "H", "H", "H", "H", "H", "H"], "xyz": [[1.3376, -0.5495, -1.7869], [1.5675, -0.1904, -0.2540], [2.7293, 0.7352, -0.2303], [1.9820, -1.3406, 0.6920], [0.4280, 0.5140, 0.4748], [0.0443, 1.7986, -0.0155], [-1.3708, 1.7707, -0.4268], [-2.0039, 0.6209, -0.1637], [-1.0557, -0.2807, 0.3016], [-1.4345, -1.3921, 0.8777], [-2.6887, -1.7776, 0.6707], [-3.6637, -1.0050, 0.0519], [-3.2800, 0.2311, -0.5059], [-4.2517, 0.9864, -1.1322], [1.1860, -1.5767, -1.9404], [0.6516, 0.1663, -2.2770], [2.2947, -0.3875, -2.2311], [2.6783, 1.3936, 0.6296], [2.7523, 1.4042, -1.0729], [3.6233, 0.2311, -0.1839], [1.1730, -1.9799, 0.6198], [2.8476, -1.8621, 0.2291], [2.1322, -0.9822, 1.7336], [0.6208, 1.9773, -0.9380], [0.1909, 2.4786, 0.8264], [-1.8545, 2.6774, -0.2362], [-0.8313, -2.0794, 1.3188], [-2.8928, -2.7624, 1.1531], [-4.5720, -1.4667, -0.3162], [-5.1138, 0.4597, -1.2285], [-4.0254, 1.6582, -1.8141]], "forces_ev_per_angstrom": [[0.308, 1.393, 1.855], [-0.267, -0.037, 0.189], [-1.303, 2.776, 0.339], [0.788, 1.007, -1.187], [-3.826, -4.336, -0.656], [-0.088, 0.306, -0.916], [-0.206, 3.892, -0.352], [2.111, -0.650, -0.228], [3.632, 3.273, 1.133], [0.413, -1.073, -0.382], [-2.679, -1.837, 1.145], [1.754, -1.008, -0.740], [-2.024, -0.123, 0.457], [0.504, -1.653, 1.416], [-1.134, -1.345, -0.287], [0.008, -0.702, 0.250], [0.662, 0.213, -0.521], [0.144, 0.020, 0.462], [0.079, 0.265, -0.512], [2.066, -1.264, -0.053], [-1.541, -1.993, 0.455], [-0.395, 0.315, 0.701], [0.118, -0.270, -0.878], [0.061, 0.778, 0.652], [0.077, 0.612, -0.600], [0.387, -1.369, -0.415], [0.331, 0.513, -0.116], [-0.202, 0.915, -0.786], [-0.186, -0.014, 0.695], [0.129, 0.619, -0.357], [0.277, 0.776, -0.762]], "lumo_ha": -0.12282, "total_charge": 1, "e_homo_ha": -0.42589, "smiles": "CC(C)(C)N1CNc2c1[nH]ccc2=[NH2+]", "spin_multiplicity": 1, "orbital_gap_ev": 8.25}

---

{"formula": "C10H17NO2", "method": "ωB97M-V/def2-TZVPD", "species": ["C", "C", "C", "C", "C", "C", "C", "C", "C", "C", "N", "O", "O", "H", "H", "H", "H", "H", "H", "H", "H", "H", "H", "H", "H", "H", "H", "H", "H", "H"], "xyz": [[-1.9796, 0.6211, -0.0936], [-1.4869, 1.9125, -0.1343], [0.2486, -0.7744, 0.1098], [-1.9199, -1.7137, -0.3307], [-1.4618, 2.6725, 1.2336], [-2.0602, -2.4746, 0.9574], [2.6007, -1.0894, -0.3953], [1.8537, 1.0743, 0.4334], [1.4192, 0.3166, -1.9377], [1.4401, -0.0824, -0.5002], [-2.5434, -0.4335, -0.3151], [-1.3037, 2.6143, -1.1613], [-0.5574, -1.4953, -0.6896], [0.1513, -0.8691, 1.2580], [-2.2277, -2.3590, -1.0574], [-2.4707, 2.6890, 1.6559], [-1.0556, 3.6351, 1.1220], [-0.8209, 2.1856, 1.9853], [-1.3983, -3.2578, 0.9478], [-3.1396, -2.9056, 0.9707], [-1.9634, -2.0167, 1.9295], [2.2798, -1.7971, 0.3309], [3.4599, -0.5376, -0.0151], [2.7733, -1.4319, -1.4054], [1.8808, 0.7581, 1.4606], [2.8351, 1.5214, 0.2583], [1.1763, 1.9225, 0.2732], [0.7128, 1.1905, -2.2404], [1.1262, -0.5595, -2.5042], [2.4311, 0.6844, -2.1460]], "forces_ev_per_angstrom": [[1.066, -1.483, -1.060], [-0.637, 3.248, 0.843], [-2.026, 1.274, 0.535], [2.431, 1.373, 2.465], [0.090, -2.385, 0.275], [-3.821, 0.245, 0.570], [0.047, 0.917, -0.050], [-0.809, 1.068, -0.704], [-1.773, 2.194, -0.931], [0.963, 0.193, 1.736], [-1.373, 1.076, 0.207], [0.099, -1.662, 0.599], [1.494, -0.338, 0.315], [0.225, -0.055, -1.992], [-1.347, -1.111, -2.348], [0.067, 0.204, -0.142], [0.219, 1.307, -0.537], [-0.208, -0.176, -0.228], [1.525, -2.143, -0.213], [1.782, 0.564, -0.048], [0.196, 0.938, -0.050], [0.452, -1.249, 0.301], [0.270, -0.397, -0.188], [0.349, -0.907, 0.168], [-0.294, -0.106, 0.602], [0.154, -0.518, -0.496], [-0.164, -0.196, 0.468], [0.928, -1.512, 0.830], [0.264, 0.017, -0.536], [-0.169, -0.377, -0.390]], "lumo_ha": [0.02187, -0.01057], "e_homo_ha": [-0.27844, -0.26450], "spin_multiplicity": 1, "orbital_gap_ev": [8.17, 6.91]}

---

{"formula": "C10H17NO2", "method": "ωB97M-V/def2-TZVPD", "species": ["C", "C", "C", "O", "O", "C", "C", "C", "C", "C", "C", "C", "N", "H", "H", "H", "H", "H", "H", "H", "H", "H", "H", "H", "H", "H", "H", "H", "H", "H"], "xyz": [[-3.2037, -3.1835, -0.0761], [-1.8959, -2.5703, -0.4356], [-1.3828, -1.5476, 0.4942], [-1.9026, -1.3149, 1.5469], [-0.2642, -0.9032, 0.0388], [0.3629, -0.0346, 0.9946], [-0.2485, 1.4280, 0.9324], [0.9071, 2.3315, 0.5939], [1.2236, 2.5610, -0.9064], [1.1871, 1.2081, -1.6165], [2.1004, 0.2213, -0.8686], [1.8617, 0.2583, 0.6632], [2.0832, 1.6235, 1.1580], [-3.2558, -3.7902, 0.8600], [-3.8923, -2.3286, 0.0122], [-3.5661, -3.7677, -0.9083], [-1.9144, -2.0525, -1.4033], [-1.0996, -3.2826, -0.6757], [0.1634, -0.3907, 1.9691], [-1.0255, 1.3900, 0.1155], [-0.7289, 1.6398, 1.9026], [0.7590, 3.2591, 1.1405], [0.5124, 3.2836, -1.3017], [2.2371, 3.0120, -0.9909], [0.0998, 0.7607, -1.6721], [1.4340, 1.3360, -2.7124], [1.8593, -0.7675, -1.2331], [3.1822, 0.5041, -1.0321], [2.5485, -0.4261, 1.2752], [1.8588, 1.5432, 2.1357]], "forces_ev_per_angstrom": [[-1.084, 0.418, 0.577], [1.475, -0.139, -1.583], [0.632, 0.200, 0.357], [-0.024, 0.443, 0.616], [-0.321, -0.743, 0.432], [-0.077, 2.088, -1.255], [-1.422, -1.637, -1.192], [0.874, 0.678, 0.111], [-0.333, -0.026, 0.628], [-1.580, -0.288, -1.082], [0.719, 0.460, 0.249], [0.334, -1.270, 0.450], [-0.422, -0.218, -0.220], [0.345, 0.610, -0.753], [-0.136, -0.499, 0.296], [-0.080, -0.386, -0.163], [-0.551, 0.011, -0.051], [0.051, -0.194, 0.521], [0.208, -0.767, 0.998], [0.468, 0.293, 0.986], [0.195, 0.217, -0.519], [0.322, 0.380, -0.231], [-0.119, -0.058, -0.279], [-0.603, -0.299, 0.170], [1.961, 0.974, 0.358], [0.185, -0.291, 1.180], [0.451, -0.369, -0.107], [-1.073, -0.510, 0.026], [-0.809, 0.697, -1.268], [0.413, 0.227, 0.746]], "lumo_ha": 0.03085, "e_homo_ha": -0.34666, "smiles": "CCC(=O)O[C@@H]1C[C@@H]2CCC[C@H]1N2", "spin_multiplicity": 1, "orbital_gap_ev": 10.27}

---

{"formula": "C10H17NO5Sn", "method": "ωB97M-V/def2-TZVPD", "species": ["Sn", "O", "C", "O", "C", "O", "N", "C", "C", "H", "H", "H", "H", "C", "C", "H", "H", "H", "C", "O", "C", "C", "O", "C", "H", "H", "H", "H", "H", "H", "H", "H", "H", "H"], "xyz": [[-0.2165, -0.2763, 0.6253], [0.7631, -1.0535, -1.1842], [1.2096, -0.6142, -2.2777], [-0.4170, 1.3822, -0.9126], [0.1201, 1.5516, -2.0321], [-0.1233, 2.6283, -2.7550], [1.0069, 0.7221, -2.6702], [0.7026, 2.5698, -3.9807], [1.3106, 1.2055, -4.0291], [1.4901, 3.3188, -3.9048], [0.0325, 2.7704, -4.8220], [2.3760, 1.2020, -4.2452], [0.8371, 0.5851, -4.7945], [1.8808, -1.4845, -3.1557], [1.9287, -2.7934, -2.7822], [2.2801, -1.0308, -4.0657], [1.4052, -3.1157, -1.8687], [2.4649, -3.5083, -3.4077], [-3.4548, -0.0803, 1.8484], [-2.2344, -0.7270, 2.2811], [-1.9506, -0.8320, 3.6956], [-0.8964, 0.1734, 4.1642], [0.1941, 0.3190, 3.2375], [1.4745, -0.2984, 3.5527], [-3.4724, 0.9941, 2.1568], [-4.3539, -0.6022, 2.2471], [-3.4811, -0.1516, 0.7419], [-2.8709, -0.7341, 4.2792], [-1.5622, -1.8485, 3.8356], [-1.3597, 1.1646, 4.2168], [-0.5242, -0.0911, 5.1575], [1.8839, 0.0940, 4.5041], [1.3868, -1.4092, 3.6091], [2.1700, -0.0298, 2.7352]], "forces_ev_per_angstrom": [[-0.462, 0.230, 0.925], [0.223, 0.774, -0.479], [-1.162, 0.959, 1.000], [0.613, 0.043, -1.026], [-0.769, 1.126, 0.545], [0.681, -1.160, 0.202], [0.139, -1.843, 0.421], [-0.344, 1.270, -0.252], [-0.117, -0.873, -0.271], [-0.394, 0.261, 0.113], [0.230, 0.103, 0.289], [0.071, 0.198, 0.282], [-0.127, -0.121, 0.280], [0.640, -1.230, -0.570], [0.145, 0.851, -0.714], [0.156, -0.780, 0.275], [0.534, 0.055, -0.616], [-0.272, 0.038, 0.277], [-0.399, 0.346, 0.348], [0.215, 0.367, -0.446], [0.472, -0.541, -0.111], [-0.426, 0.570, -0.242], [0.498, -0.441, -0.570], [-0.263, -0.297, 0.289], [-0.020, -0.813, -0.221], [0.686, 0.311, -0.195], [0.032, 0.051, 0.628], [0.125, 0.065, -0.059], [-0.209, 0.120, -0.054], [0.189, -0.071, 0.103], [-0.080, -0.045, -0.084], [-0.297, -0.184, -0.512], [0.040, 0.727, 0.036], [-0.347, -0.065, 0.410]], "lumo_ha": -0.29670, "total_charge": 2, "e_homo_ha": -0.59231, "spin_multiplicity": 1, "orbital_gap_ev": 8.04}

---

{"formula": "C10H17NOP", "method": "ωB97M-V/def2-TZVPD", "species": ["C", "C", "C", "C", "C", "C", "C", "C", "C", "C", "N", "O", "P", "H", "H", "H", "H", "H", "H", "H", "H", "H", "H", "H", "H", "H", "H", "H", "H", "H"], "xyz": [[0.2771, -2.1443, 0.9738], [-1.9113, -0.9813, 0.8779], [-0.3857, -3.2519, 0.5222], [-2.4966, -2.1662, 0.3427], [-0.5403, -0.9334, 1.1156], [-1.6915, -3.3391, 0.1574], [0.1791, 2.2236, 3.2018], [1.4378, 0.2141, -3.3816], [0.6700, 1.4515, -0.6136], [0.1476, 0.2566, 1.6689], [-0.4723, 1.2069, 2.3585], [-2.2331, -4.4139, -0.4462], [0.8368, 0.0259, -1.6763], [1.2786, -2.2048, 1.1919], [-2.5424, -0.2067, 1.1820], [0.3449, -4.0712, 0.3642], [-3.4143, -2.2343, -0.0830], [1.2347, 2.2294, 3.2274], [-0.0295, 3.3291, 2.8900], [-0.1299, 2.0793, 4.1910], [2.5109, 0.2494, -3.4953], [1.0153, 1.1763, -3.7509], [1.1483, -0.5180, -4.0589], [1.5235, 2.0336, -0.3912], [-0.3118, 1.9673, -0.6311], [1.2617, 0.2225, 1.7807], [-1.5598, 1.2580, 2.3785], [-0.4509, -0.4194, -1.8199], [-3.2039, -4.5446, -0.6507], [1.6141, -1.0068, -1.2115]], "forces_ev_per_angstrom": [[-4.761, 2.058, -0.928], [-0.202, -2.747, -1.010], [3.626, -2.072, -0.347], [4.488, -0.185, 1.013], [3.046, 0.783, 1.666], [-3.733, 2.724, -0.250], [-1.167, 1.989, -1.832], [0.129, 2.869, 0.674], [-0.806, -0.007, -1.889], [0.856, -3.384, -0.379], [-3.057, 2.759, 0.864], [-0.118, -1.834, -0.661], [-0.220, 0.308, -0.579], [2.138, 0.146, 0.602], [-0.876, 1.330, 0.029], [-1.122, -0.118, 0.059], [-3.027, 0.251, -0.595], [1.273, -0.839, -0.443], [-0.195, -1.972, 0.383], [-0.616, 0.005, 1.545], [0.411, 0.278, 0.501], [0.371, -0.554, 0.106], [-1.095, -1.741, -0.765], [0.769, 0.400, 0.471], [0.725, -0.624, 0.144], [-1.133, -0.019, -0.012], [2.933, -0.351, -0.033], [-0.472, -0.453, 0.096], [1.690, 1.216, 0.888], [0.147, -0.216, 0.683]], "lumo_ha": [-0.10574, -0.20762], "total_charge": 1, "e_homo_ha": [-0.30997, -0.41304], "spin_multiplicity": 3, "orbital_gap_ev": [5.56, 5.59]}